Density functional theory data (ωB97M-V with the def2-TZVPD basis set) for 2 unconnected molecules or ions with the total composition C2H9N3O2.

Values from the calculation:
total energy: -396.14774 Ha
charge: 0
E_LUMO (alpha / beta): 0.534 / 0.533 eV
orbital gap (alpha / beta): 0.307 / 0.307 hartree

Atoms and positions in Å:
O: -0.57978 2.29778 -0.38897
H: -1.87837 -0.79353 1.44438
H: -0.95649 1.94317 -1.21680
H: 1.30832 1.66104 -0.25161
H: 1.60710 -0.53202 -1.95812
N: 0.37214 1.33391 -0.01376
H: 2.17360 -0.59029 -0.26144
H: -0.89914 -1.97907 1.87527
H: 1.15691 -1.88434 -0.92864
C: 1.34414 -0.81206 -0.93301
C: 0.09044 -0.10629 -0.51382
N: -1.07308 -0.98850 2.05180
H: -1.81844 0.13236 -0.59728
O: 0.05501 -0.28760 1.58221
N: -1.05533 -0.41639 -0.99337
H: 0.15297 1.02183 1.10318

Here are the Mulliken charges for atoms 1 to 2, given in e: -0.39 0.22

=====

Density functional theory data (ωB97M-V with the def2-TZVPD basis set) for 2 unconnected molecules or ions with the total composition C2H9N4.

Values from the calculation:
total energy: -300.26755 Ha
charge: +1
E_LUMO: -3.648 eV
orbital gap: 0.367 hartree

Atoms and positions in Å:
H: 0.08229 0.37594 1.99488
H: 2.02570 0.39664 0.77593
H: 1.63078 1.03524 -1.73479
H: -3.00411 -0.79223 -1.87634
N: -1.44519 0.25857 -1.00964
C: -0.32562 0.47094 -1.39291
N: -2.59864 -0.40980 -0.93575
H: -3.36248 0.19645 -0.52804
H: -0.40679 -1.02524 1.14079
H: 1.54567 -0.96329 -0.15181
H: 0.36186 1.89008 -2.45347
N: 0.65630 1.11624 -1.93682
H: 0.82167 -1.23423 2.19158
C: 0.38136 -0.51236 1.49065
N: 1.17689 -0.05960 0.37159

Here are the Mulliken charges for atoms 1 to 2, given in e: 0.35 0.29

=====

Density functional theory data (ωB97M-V with the def2-TZVPD basis set) for 2 unconnected molecules or ions with the total composition C2H9N4.

Values from the calculation:
total energy: -300.26539 Ha
charge: +1
E_LUMO: -4.107 eV
orbital gap: 0.341 hartree

Atoms and positions in Å:
H: -2.72257 0.06882 -0.81077
H: 0.18772 1.11547 -1.68958
C: -0.44043 0.32751 1.44456
H: 2.17564 -1.71158 0.28576
N: -0.97585 -0.41332 0.22779
N: 2.07726 -0.93154 -0.28215
N: 0.11068 1.55321 -0.82308
H: 2.90433 -0.39655 -0.21423
H: 0.72079 2.30709 -0.63573
H: 1.97633 -1.22402 -1.23876
N: -2.22648 -0.54129 -0.18357
C: -0.03580 0.55402 0.03538
H: -2.68533 -1.45222 -0.03297
H: -1.22501 0.97765 1.74350
H: 0.15870 -0.23326 2.17383

Here are the Mulliken charges for atoms 1 to 2, given in e: 0.22 0.29

=====

Density functional theory data (ωB97M-V with the def2-TZVPD basis set) for 3 unconnected molecules or ions with the total composition C2H9N4O.

Values from the calculation:
total energy: -375.51920 Ha
charge: +1
E_LUMO: -5.037 eV
orbital gap: 0.346 hartree

Atoms and positions in Å:
H: 3.06312 -0.06970 -1.41902
H: -1.88102 -1.50019 -0.21331
H: 1.42913 0.52634 0.01870
N: 2.92103 0.42946 -0.59717
H: 3.50919 -0.05430 0.09932
N: -3.28647 -0.16569 -0.98989
H: 0.38153 1.44977 1.00170
H: 1.13712 0.04558 1.58088
N: -0.57486 -0.18848 0.16170
H: 3.33570 1.36567 -0.69379
N: -1.03445 -1.33058 0.24850
O: -2.74719 0.67006 1.13541
C: -2.99960 0.33979 0.08816
H: -3.33965 0.09732 -1.94720
H: -0.43359 -2.01977 0.77891
C: 0.51999 0.40472 0.74712

Here are the Mulliken charges for atoms 1 to 2, given in e: 0.26 0.25

=====

Density functional theory data (ωB97M-V with the def2-TZVPD basis set) for 2 unconnected molecules or ions with the total composition C2H9N4P.

Values from the calculation:
total energy: -641.76702 Ha
2S+1: 3
charge: 0
E_LUMO (alpha / beta): 0.758 / -3.263 eV
orbital gap (alpha / beta): 0.129 / 0.274 hartree
⟨S²⟩: 2.005

Atoms and positions in Å:
H: -0.18533 -2.75306 -0.14281
H: 2.70483 1.60290 0.58405
N: 0.09355 1.98413 0.19573
H: 0.47671 -1.85247 1.23028
N: 0.16158 -0.77492 -0.58562
H: -0.88236 2.00471 -0.07998
H: 0.17418 2.10748 1.19986
H: -3.78724 -0.81988 -0.27938
C: -3.45906 0.17282 -0.11561
C: -0.19901 -1.78965 0.37258
H: 1.12025 1.00658 -1.67607
H: 2.94541 -0.02486 0.28051
N: -3.10741 1.23753 0.08037
H: -1.21323 -1.63071 0.76057
P: 0.86646 0.59092 -0.38258
N: 2.27621 0.68931 0.53306

Here are the Mulliken charges for atoms 1 to 2, given in e: 0.34 0.65

=====

Density functional theory data (ωB97M-V with the def2-TZVPD basis set) for 2 unconnected molecules or ions with the total composition C2H9N5.

Values from the calculation:
total energy: -355.39781 Ha
charge: 0
E_LUMO: 0.902 eV
SMILES string: [H]/N=C(N)\C(N)=N/[H].N
orbital gap: 0.374 hartree

Atoms and positions in Å:
H: 2.31943 -0.43476 -1.04494
H: -0.18503 1.86661 1.93372
N: -1.85450 -1.61020 -0.38218
H: 0.25514 -1.71080 1.46059
N: 1.32855 -0.38367 -1.20156
N: -1.30639 0.55248 -0.95634
H: 0.93143 0.77207 1.32327
H: -1.47734 -2.50129 -0.07435
H: -2.30123 0.71192 -1.00946
C: -0.97112 -0.71403 -0.55946
N: 0.46021 1.71239 1.16141
C: 0.49722 -0.88030 -0.26030
H: 1.14444 2.46148 1.19380
H: 0.95897 0.18700 -1.94007
N: 0.96866 -1.31507 0.85342
H: -0.76845 1.28618 -0.49756

Here are the Mulliken charges for atoms 1 to 2, given in e: 0.28 0.22

=====

Density functional theory data (ωB97M-V with the def2-TZVPD basis set) for 2 unconnected molecules or ions with the total composition C2H9NO.

Values from the calculation:
total energy: -211.50173 Ha
charge: 0
E_LUMO: 0.918 eV
SMILES string: CN.CO
orbital gap: 0.384 hartree

Atoms and positions in Å:
H: 3.82727 0.18399 0.86016
C: 3.32137 -0.31073 0.09140
H: -3.59068 -0.00542 1.15013
H: 1.67685 0.41984 0.87676
H: -3.93644 -0.44460 -0.62386
H: -3.42253 1.05142 -0.13600
N: 1.99513 0.40479 -0.14436
H: 2.18583 1.44898 -0.45933
C: -3.28760 0.06538 0.12039
H: -1.66943 0.24378 0.49104
H: 3.00272 -1.44416 0.29488
O: -1.99127 -0.31272 -0.21928
H: 3.68802 -0.31350 -0.95964

Here are the Mulliken charges for atoms 1 to 2, given in e: 0.29 -0.69

=====

Density functional theory data (ωB97M-V with the def2-TZVPD basis set) for 2 unconnected molecules or ions with the total composition C2H9NO.

Values from the calculation:
total energy: -211.56368 Ha
charge: 0
E_LUMO: 0.871 eV
SMILES string: CCN.O
orbital gap: 0.353 hartree

Atoms and positions in Å:
H: -0.43878 1.07139 -0.45545
C: -2.24592 0.43951 1.11151
H: 4.21925 0.01527 -0.21145
H: -2.54020 1.37177 0.68508
H: -1.25228 -1.46512 0.66791
H: 3.81501 -0.13720 -1.65138
O: 3.41197 -0.12461 -0.78003
C: -1.54488 -0.49399 0.14383
H: -2.24257 -0.80517 -0.63635
H: 0.61894 -0.15014 -0.07925
H: -1.45302 0.73212 1.88951
H: -3.18094 -0.08219 1.57549
N: -0.29948 0.11043 -0.43941

Here are the Mulliken charges for atoms 1 to 2, given in e: 0.19 -1.01

=====

Density functional theory data (ωB97M-V with the def2-TZVPD basis set) for 2 unconnected molecules or ions with the total composition C2H9NO.

Values from the calculation:
total energy: -211.51772 Ha
charge: 0
E_LUMO: 0.979 eV
SMILES string: COC.N
orbital gap: 0.371 hartree

Atoms and positions in Å:
C: -1.27219 -0.81203 0.76628
H: 2.27259 -1.03090 0.35426
H: 1.39006 0.50033 0.21934
H: -1.76765 0.63027 -1.47753
H: -0.27535 -0.32407 -1.64552
H: -0.83863 -0.94595 1.82945
N: 2.25104 -0.02167 0.34996
H: -0.04020 1.55354 -1.44577
H: -1.01771 -1.73860 0.26496
C: -0.62784 0.60630 -1.31041
O: -0.58241 0.38443 0.26152
H: -2.34892 -0.71224 0.79340
H: 2.92798 0.37828 -0.16970

Here are the Mulliken charges for atoms 1 to 2, given in e: -0.68 0.18